No. 1
Here is an isolated ion of composition C4H12N3 and charge +1 at a distorted geometry from OMol25. Energies are from wB97M-V/def2-TZVPD.

Output
relative energy (zero: lowest compared OMol25 entry of this formula, charge and spin) = 5.084 eV
E = -323.49143 Eh
E_LUMO (spin up / spin down) = -3.74 / -3.74 eV
gap between HOMO and LUMO (spin up / spin down) = 0.3226 / 0.3226 hartree

ORCA input file:
```
! wB97M-V def2-TZVPD RIJCOSX def2/J DEFGRID3
* xyz 1 1
N -0.31930 1.30587 -0.25747
H 1.68014 -1.65229 0.42396
C -1.01978 0.12663 -0.47476
H -0.20215 -0.39876 1.23265
H -2.54356 0.82837 1.04246
H -0.90765 -1.99595 0.48107
H 0.88997 -1.76086 -1.13573
H 2.50310 0.54776 1.47740
N 1.01520 -1.17656 -0.22620
H 3.25230 1.41757 0.07790
C 1.56637 0.20701 -0.48051
H 1.82627 0.53005 -1.44770
H -1.00607 -0.20067 -1.48940
C -2.46210 0.41039 -0.04551
H -3.05251 -0.58146 -0.01238
N 2.50753 0.69260 0.41095
H -2.90770 1.07172 -0.70554
H -0.43851 1.55959 0.74333
C -0.38157 -0.93101 0.38548
*
```

***

No. 2
Here is a 2-piece molecular cluster, C3H8NO2 overall at a distorted geometry from OMol25. Energies are from wB97M-V/def2-TZVPD.

Output
relative energy (zero: lowest compared OMol25 entry of this formula, charge and spin) = 5.678 eV
E = -323.91860 Eh
E_LUMO (spin up / spin down) = -4.18 / -4.64 eV
gap between HOMO and LUMO (spin up / spin down) = 0.3332 / 0.2833 hartree

ORCA input file:
```
! wB97M-V def2-TZVPD RIJCOSX def2/J DEFGRID3
* xyz 1 1
H 1.47942 -2.64972 -0.25399
C 1.85106 -0.70393 0.58404
H -1.08039 1.37525 0.62413
H -1.52714 -0.90415 -0.41422
H 2.25519 -0.92762 1.54352
N -1.67601 1.20065 -0.28393
H 2.45015 0.08388 0.11124
C 0.69229 0.03967 0.88513
O 0.28212 0.97910 1.43898
H -0.88538 -0.06450 -2.03482
H -1.44850 1.95479 -0.83711
H -2.75321 1.22855 0.01141
C -1.26714 0.05196 -0.96680
O 1.62755 -1.66394 -0.40758
*
```

***

No. 3
Here is C6H8LiO6Sr as an isolated structure at a distorted geometry from OMol25. Energies are from wB97M-V/def2-TZVPD.

Output
relative energy (zero: lowest compared OMol25 entry of this formula, charge and spin) = 0.851 eV
E = -723.05604 Eh
E_LUMO (spin up / spin down) = -0.35 / -0.50 eV
gap between HOMO and LUMO (spin up / spin down) = 0.1916 / 0.2325 hartree

ORCA input file:
```
! wB97M-V def2-TZVPD RIJCOSX def2/J DEFGRID3
* xyz 0 2
H 2.76124 -0.27954 1.87304
Li 0.88516 -2.55801 -0.23334
C -2.34600 0.83381 -1.18352
H -3.19896 0.90649 -1.86537
O 2.00292 0.66571 -1.10862
O 2.25500 -1.28939 0.08222
H 3.51929 1.61301 -0.10389
C -1.03993 -0.71999 -0.19132
O -0.92021 -2.02150 0.02520
C 2.99315 -0.32797 0.79498
H 4.06873 -0.54276 0.68105
H -1.63038 1.64337 -1.39033
C 1.20556 -0.43214 -0.97838
H 1.93211 1.57161 0.77249
O -1.89373 -0.18114 0.85155
H -2.59623 1.77129 0.79591
O -1.73089 -0.42832 -1.36589
O 0.15592 -0.01663 -0.09475
C -2.76005 0.80998 0.29547
C 2.63457 1.01288 0.13980
H -3.79864 0.48597 0.43555
Sr -2.49864 -2.51672 1.76816
*
```

***

No. 4
Here is an isolated ion of composition C3H7OS and charge -1 at a distorted geometry from OMol25. Energies are from wB97M-V/def2-TZVPD.

Output
relative energy (zero: lowest compared OMol25 entry of this formula, charge and spin) = 1.806 eV
E = -591.90192 Eh
E_LUMO = 3.28 eV
gap between HOMO and LUMO = 0.2082 hartree
SMILES = [O-]CCCS

ORCA input file:
```
! wB97M-V def2-TZVPD RIJCOSX def2/J DEFGRID3
* xyz -1 1
H 2.46848 0.78712 1.11027
H -0.33637 -1.27352 1.26135
O -2.79666 -0.63520 -0.02868
C -0.41688 -0.56373 0.43579
H -1.29008 -0.47141 -1.48574
C -1.62453 -0.96269 -0.51032
H -1.43158 -2.05736 -0.73937
C 0.94089 -0.42927 -0.20312
S 1.78595 1.18419 0.03862
H 1.70158 -1.16416 0.10491
H 0.93060 -0.57348 -1.28166
H -0.76278 0.35030 0.91517
*
```

***

No. 5
Here is an isolated ion of composition C4H13N2 and charge +1 at a distorted geometry from OMol25. Energies are from wB97M-V/def2-TZVPD.

Output
relative energy (zero: lowest compared OMol25 entry of this formula, charge and spin) = 1.592 eV
E = -269.44219 Eh
E_LUMO = -3.30 eV
gap between HOMO and LUMO = 0.3719 hartree
SMILES = C[NH2+][C@@H](C)CN

ORCA input file:
```
! wB97M-V def2-TZVPD RIJCOSX def2/J DEFGRID3
* xyz 1 1
H -0.10358 1.07191 1.74796
H -1.43568 -1.02380 1.39597
C -0.31833 0.13079 -0.23595
H -2.74040 -1.50294 -0.44920
C 0.59955 -0.31762 -1.35475
H 1.55309 0.20303 -1.36377
H -1.77645 -2.73242 -0.75217
C 1.36327 1.93843 0.61360
H -0.08798 -1.82132 0.71621
H 0.76679 2.83088 0.41669
C -0.92420 -1.17413 0.43257
N -1.76701 -1.74582 -0.57682
H 1.95580 1.76332 -0.27637
N 0.44405 0.82129 0.91247
H 0.07186 -0.05034 -2.27087
H 0.89460 0.04952 1.43158
H 2.00152 2.23286 1.44026
H 0.70661 -1.39338 -1.39277
H -1.20352 0.71975 -0.43466
*
```

***

No. 6
Here is a 6-piece molecular cluster, C21H49ClO18S5 overall at a distorted geometry from OMol25. Energies are from wB97M-V/def2-TZVPD.

Output
E = -4634.93497 Eh
E_LUMO = 0.33 eV
gap between HOMO and LUMO = 0.4016 hartree
SMILES = CC[C@@H](Cl)[C@H]1COC(=O)O1.CCOS(C)(=O)=O.CCOS(C)(=O)=O.CCOS(C)(=O)=O.CCOS(C)(=O)=O.CCOS(C)(=O)=O

ORCA input file:
```
! wB97M-V def2-TZVPD RIJCOSX def2/J DEFGRID3
* xyz 0 1
C -1.74815 -9.80647 -1.91632
H 2.63875 8.85163 -0.65813
O -9.32645 -3.37613 2.10440
H -0.54015 -10.57499 -3.53500
H 5.58170 3.11551 1.18467
H 9.87053 6.57699 0.32757
O 3.05822 4.51297 0.64584
C 9.63876 5.91917 -0.50520
O -7.93434 -2.28694 0.34824
O 8.56771 4.29368 1.24096
H 11.59046 0.81888 1.31950
C 11.25753 1.62966 0.67146
H -7.75705 -4.67152 -0.80201
O -5.13970 -6.64351 -2.06602
C 11.20265 2.93039 1.44830
H -6.38099 -1.54345 2.58269
H 1.56898 5.82622 2.28558
O 0.15913 6.54798 -1.43103
C -2.16609 6.67340 -2.22570
C -7.41115 -1.77246 2.84102
H -6.03510 -4.89429 -0.54825
H -8.23507 -5.64164 1.45417
H 10.43766 5.92216 -1.24137
C -1.17882 6.03076 -1.27168
O -2.68908 -0.61638 0.21131
C -5.00175 -0.43456 -0.62285
H 10.46910 2.88256 2.25456
H -7.47406 -2.23620 3.82110
O -4.61397 -8.25996 -3.59157
H -3.13032 6.16899 -2.16307
H -0.31818 0.48437 -0.30950
H 0.86781 -8.77613 -3.95197
S -2.34524 0.80924 0.82860
C 5.23558 3.83073 1.92702
H -4.41877 -10.14017 -3.00399
C 1.92629 5.42771 3.23695
S 0.48346 7.98130 -0.82741
H -5.98028 -0.91282 -0.57341
H 10.27941 1.36499 0.27228
H 12.17074 3.13111 1.90248
H 2.05445 6.27070 3.91252
H -0.25674 -0.11616 1.37655
O -0.00109 8.98765 -1.71928
C -4.57751 -7.65876 -2.36970
S 9.43554 4.28018 0.10204
H -2.31727 7.72607 -1.98998
H 2.49617 7.69197 -2.00397
H 2.60200 7.09736 -0.31696
H 0.28613 -10.28217 -2.03249
H -1.10642 4.96476 -1.47677
O 2.97141 2.57437 2.19579
O 10.92928 4.06654 0.60238
O -6.96971 -4.02106 1.80410
C 0.94028 4.43946 3.82767
H -4.37538 -0.98016 1.37729
H 5.61988 4.82080 1.70202
C 0.11034 -8.54919 -3.21127
C -2.78228 -8.87678 -2.48791
O 3.24554 4.86009 3.07119
O 9.17688 3.40502 -0.99644
H -0.61084 -7.91454 -3.70765
H -3.30750 -9.76012 -4.40622
C -4.04250 -1.09712 0.34436
C -0.59449 0.68228 0.72236
H 5.53735 3.51249 2.92071
H -8.01579 -0.86915 2.80827
H -1.80056 6.61773 -3.25093
H -0.00128 4.93897 4.05491
H 11.94193 1.71522 -0.17215
S 3.47921 3.86686 1.85166
O -2.79364 1.82777 -0.06931
H 0.60830 -7.97935 -2.43882
H -6.52885 -5.99637 1.66320
O 0.11838 7.99135 0.55736
H 1.33901 3.99771 4.74077
C -7.22902 -5.30629 1.19618
C -0.44978 -9.87572 -2.71228
H -7.09409 -6.30060 -0.70325
C 2.23693 7.88937 -0.96754
H -0.17911 1.63492 1.04425
O -2.74686 0.82170 2.20213
H -2.18415 -10.79613 -1.93685
C -3.77147 -9.42588 -3.49337
H -2.43650 -7.93992 -2.91441
H -3.99907 -2.16484 0.13754
O -3.77988 -8.41246 -1.54187
Cl -1.45508 -9.42264 -0.19680
H -5.13036 0.62212 -0.38966
S -8.06658 -2.88321 1.64205
H -1.49848 6.14032 -0.23434
C -7.01406 -5.29493 -0.30387
H 0.73292 3.62463 3.13539
H 8.69908 6.20972 -0.96931
H -4.62444 -0.49733 -1.64350
*
```